(1)
Computed, not measured: a single C6H11N3O2 molecule, with ωB97M-V/def2-TZVPD.

## Properties
Kohn-Sham gap (alpha / beta): 6.43 / 6.56 eV
relative energy (zero: lowest compared OMol25 entry of this formula, charge and spin): 0.0 kJ/mol
LUMO (alpha / beta): 0.71 / -3.03 eV
<S²>: 2.01
E_HOMO (alpha / beta): -5.72 / -9.59 eV

The geometry in ORCA input format:
```
! RIJCOSX wB97M-V def2-TZVPD def2/J DEFGRID3
* xyz 0 3
C -0.302 0.365 0.257
C -3.195 0.128 -0.398
C 2.064 0.264 -0.779
C -1.672 -1.716 0.006
C -4.151 0.681 0.637
C 3.018 -0.334 0.230
N 0.910 0.843 -0.250
N -0.491 -0.994 0.021
N -2.837 -1.211 -0.207
O -0.959 1.143 0.965
O -2.915 0.731 -1.412
H 1.807 -0.439 -1.526
H -1.628 -2.788 -0.048
H -5.072 0.787 0.097
H -4.385 -0.134 1.427
H -3.769 1.577 1.205
H 3.892 0.444 0.528
H 3.670 -1.125 -0.216
H 2.384 -0.658 1.038
H 1.208 1.766 0.146
H 0.306 -1.265 -0.544
H 2.672 0.995 -1.361
*
```

***

(2)
Computed, not measured: a gas-phase ion, C7H15ClN2 (charge +2), with ωB97M-V/def2-TZVPD.

## Properties
Kohn-Sham gap (alpha / beta): 9.29 / 8.01 eV
relative energy (zero: lowest compared OMol25 entry of this formula, charge and spin): 123.7 kJ/mol
LUMO (alpha / beta): -7.72 / -7.83 eV
E_HOMO (alpha / beta): -17.01 / -15.85 eV

The geometry in ORCA input format:
```
! RIJCOSX wB97M-V def2-TZVPD def2/J DEFGRID3
* xyz 2 1
C 1.620 0.669 -1.280
C -1.896 -0.914 -1.252
C -0.030 -0.529 0.314
C 1.682 1.335 0.080
C -0.595 1.759 -0.711
C 0.399 0.726 -0.343
C -1.911 -2.002 0.936
N -1.480 -0.789 0.099
N 2.587 0.679 1.079
Cl -1.733 2.274 0.427
H 1.643 1.560 -1.863
H 1.859 -0.377 -1.596
H -2.919 -0.860 -1.337
H -1.366 -1.341 -2.100
H 0.646 -1.357 -0.095
H -0.051 -0.538 1.331
H 1.810 2.432 0.181
H -0.601 2.312 -1.679
H -1.346 -2.792 0.605
H -1.946 -1.800 2.017
H -2.891 -2.254 0.726
H -1.888 0.108 0.405
H 2.764 -0.336 0.953
H 2.167 0.855 2.020
H 3.476 1.178 1.083
*
```

***

(3)
Computed, not measured: a single C22H27FN6O3 molecule, with ωB97M-V/def2-TZVPD.

## Properties
Kohn-Sham gap: 9.39 eV
relative energy (zero: lowest compared OMol25 entry of this formula, charge and spin): 0.0 kJ/mol
LUMO: 0.67 eV
E_HOMO: -8.72 eV

The geometry in ORCA input format:
```
! RIJCOSX wB97M-V def2-TZVPD def2/J DEFGRID3
* xyz 0 1
C 4.077 0.705 3.010
C 3.882 0.559 1.505
C 2.500 -0.028 1.195
C 1.407 1.027 1.454
O 1.575 2.199 1.179
N 0.295 0.516 2.006
C -0.818 1.292 2.565
C -1.440 2.186 1.490
C -1.847 0.291 3.088
C -0.285 2.154 3.713
N 2.412 -0.534 -0.170
C 2.555 0.435 -1.250
C 1.342 0.586 -2.110
C 0.166 1.243 -1.898
C -0.607 1.063 -3.071
C 0.157 0.319 -3.912
O 1.340 0.025 -3.344
C 2.244 -1.865 -0.321
O 2.125 -2.627 0.619
C 2.197 -2.418 -1.749
N 0.823 -2.443 -2.154
N 0.383 -3.036 -3.233
N -0.881 -2.821 -3.295
C -1.203 -2.076 -2.218
C -2.528 -1.585 -1.913
C -2.725 -0.817 -0.768
C -3.980 -0.328 -0.467
C -5.027 -0.620 -1.325
F -6.256 -0.144 -1.036
C -4.855 -1.381 -2.469
C -3.595 -1.865 -2.762
N -0.122 -1.833 -1.480
H 3.995 -0.261 3.504
H 5.058 1.120 3.223
H 3.325 1.373 3.423
H 3.977 1.540 1.039
H 4.648 -0.102 1.094
H 2.335 -0.897 1.840
H 0.262 -0.480 2.161
H -2.268 2.749 1.914
H -1.813 1.589 0.661
H -0.697 2.886 1.120
H -2.702 0.818 3.500
H -2.196 -0.358 2.288
H -1.416 -0.326 3.874
H 0.463 2.847 3.336
H 0.171 1.529 4.479
H -1.093 2.724 4.163
H 3.414 0.181 -1.881
H 2.745 1.398 -0.774
H -0.101 1.793 -1.022
H -1.594 1.434 -3.256
H -0.017 -0.062 -4.899
H 2.776 -1.834 -2.466
H 2.570 -3.446 -1.731
H -1.876 -0.617 -0.132
H -4.162 0.270 0.413
H -5.699 -1.583 -3.108
H -3.420 -2.461 -3.644
*
```

***

(4)
Computed, not measured: a single C4H8N2O molecule, with ωB97M-V/def2-TZVPD.

## Properties
Kohn-Sham gap: 9.92 eV
relative energy (zero: lowest compared OMol25 entry of this formula, charge and spin): 268.4 kJ/mol
LUMO: 0.92 eV
E_HOMO: -9.00 eV

The geometry in ORCA input format:
```
! RIJCOSX wB97M-V def2-TZVPD def2/J DEFGRID3
* xyz 0 1
H -2.408 1.147 2.269
N -1.517 0.621 2.316
C -0.783 0.603 1.287
O -1.044 1.234 0.059
C -0.003 0.581 -0.680
C -0.550 -0.605 -1.464
C 0.784 0.222 0.562
N 1.676 -0.859 0.402
H 0.560 1.245 -1.345
H -1.104 -1.287 -0.807
H 0.247 -1.167 -1.968
H -1.237 -0.255 -2.240
H 1.371 1.078 0.912
H 2.573 -0.899 0.854
H 1.436 -1.659 -0.159
*
```

***

(5)
Computed, not measured: a single C6H8 molecule, with ωB97M-V/def2-TZVPD.

## Properties
Kohn-Sham gap: 10.08 eV
relative energy (zero: lowest compared OMol25 entry of this formula, charge and spin): 64.8 kJ/mol
LUMO: 1.26 eV
E_HOMO: -8.81 eV

The geometry in ORCA input format:
```
! RIJCOSX wB97M-V def2-TZVPD def2/J DEFGRID3
* xyz 0 1
C 1.182 -0.214 0.824
C 0.340 -1.234 0.629
C -0.679 -0.880 -0.406
C -1.435 0.331 0.111
C -0.294 0.515 -0.847
C 1.077 0.818 -0.279
H 1.755 -0.050 1.728
H 0.257 -2.110 1.265
H -1.144 -1.610 -1.064
H -1.280 0.506 1.173
H -2.422 0.594 -0.249
H -0.558 0.859 -1.842
H 1.202 1.855 0.051
H 1.855 0.624 -1.035
*
```

***

(6)
Computed, not measured: a single C3H11N3 molecule, with ωB97M-V/def2-TZVPD.

## Properties
Kohn-Sham gap: 9.28 eV
relative energy (zero: lowest compared OMol25 entry of this formula, charge and spin): 311.8 kJ/mol
LUMO: 1.13 eV
E_HOMO: -8.14 eV

The geometry in ORCA input format:
```
! RIJCOSX wB97M-V def2-TZVPD def2/J DEFGRID3
* xyz 0 1
C 0.876 2.537 -0.285
N -0.077 1.445 0.284
N 0.586 0.269 -0.127
N -0.436 -0.773 0.366
C 0.238 -1.918 0.963
C -1.371 -1.186 -0.677
H 1.937 2.372 -0.082
H 0.694 2.637 -1.357
H 0.586 3.469 0.206
H -0.028 1.493 1.303
H 0.655 0.219 -1.149
H -0.491 -2.603 1.415
H 0.829 -2.484 0.231
H 0.907 -1.596 1.769
H -0.870 -1.728 -1.490
H -2.152 -1.836 -0.264
H -1.881 -0.318 -1.109
*
```